(1)
89
Properties=species:S:1:pos:R:3:mulliken_charge:R:1 method="wB97M-V/def2-TZVPD" homo_ev=-7.80 e_tot_ev=-65919.5033 homo_lumo_gap_ha=0.29704 smiles=Cc1cc(C)c([C@H](C[C@@H](C)c2c(C)cc(C)cc2C)c2ccc(C)s2)c(C)c1.FC(F)(F)c1ccc(B2Oc3ccccc3O2)cc1 lumo_ev=0.28 charge=0
C -1.4098 3.7076 4.2439 -1.3686
C -0.8478 2.8144 3.1645 0.5184
C -0.5669 1.4466 3.3917 -1.0359
C -0.2298 0.5912 2.3167 0.9195
C 0.0149 -0.8535 2.5999 -1.2403
C -0.2198 0.9802 0.9379 1.6664
C 0.0534 -0.1400 -0.1242 1.6794
C 1.1423 0.3206 -1.1309 -1.4527
C 2.4635 -0.5285 -1.1466 1.0993
C 3.3373 -0.4437 -2.4074 -1.9216
C 3.2310 -0.4660 0.1580 0.7396
C 3.8119 0.7077 0.6615 1.1980
C 3.6966 2.0314 -0.0256 -1.7031
C 4.5507 0.6961 1.8464 -0.8912
C 4.9188 -0.4717 2.5019 0.3322
C 5.8341 -0.4060 3.7024 -1.4357
C 4.2762 -1.6292 2.0423 -0.9708
C 3.5361 -1.6514 0.8487 1.2309
C 3.2066 -3.0303 0.3337 -1.4484
C -0.6333 -1.5381 -0.6463 0.3160
C -0.0110 -2.3588 -1.7212 -0.4157
C -0.1873 -3.7597 -1.5917 -1.1691
C -1.2981 -4.0802 -0.8174 0.6620
C -2.0509 -5.3842 -0.8189 -1.2925
S -1.6763 -2.7396 0.3385 -0.2380
C -0.4315 2.3918 0.7446 1.0744
C -0.3603 3.0592 -0.6021 -1.7889
C -0.8068 3.2231 1.8268 -1.0977
H -1.1165 4.7547 4.0406 0.3768
H -2.5165 3.6763 4.2332 0.1383
H -1.0994 3.3836 5.2554 0.3762
H -0.7034 0.9715 4.3815 0.3268
H -0.2311 -1.0341 3.6352 0.6284
H -0.6143 -1.4531 1.9544 0.1194
H 1.0911 -1.0728 2.4774 -0.0414
H 0.5859 -0.9656 0.4234 -0.8717
H 1.4620 1.3645 -1.0562 0.8197
H 0.6520 0.2649 -2.1053 -0.4699
H 2.0983 -1.5437 -1.2188 -0.5278
H 4.0028 -1.3281 -2.3332 0.4105
H 2.7524 -0.5553 -3.3247 0.4205
H 3.9425 0.4635 -2.4934 0.2919
H 3.5995 1.9176 -1.1399 0.1204
H 2.8249 2.6127 0.3837 0.1255
H 4.6331 2.5919 0.2108 0.5917
H 4.8968 1.6609 2.2392 0.4256
H 5.8630 -1.3482 4.2524 0.3594
H 6.8636 -0.1715 3.4035 0.2862
H 5.5075 0.3829 4.3942 0.3672
H 4.3685 -2.5676 2.6019 0.3385
H 3.7992 -3.7407 0.9454 0.4961
H 2.1385 -3.2911 0.4457 0.1369
H 3.5113 -3.1768 -0.7165 0.1789
H 0.6913 -2.1431 -2.5836 0.2481
H 0.3493 -4.6140 -2.1466 0.2423
H -1.3114 -6.1305 -0.4456 0.3048
H -2.9949 -5.3085 -0.2310 0.3515
H -2.2758 -5.6226 -1.8634 0.3284
H -1.2538 3.6803 -0.7760 0.5625
H 0.5039 3.7481 -0.6659 0.3974
H -0.2722 2.3450 -1.4367 -0.1607
H -1.1186 4.2566 1.6273 0.3899
F -4.6532 2.1155 3.9533 -0.2603
C -5.2012 2.4528 2.7276 0.6675
F -5.1121 3.8217 2.6447 -0.2761
F -6.5478 2.2178 2.8037 -0.2873
C -4.4466 1.7817 1.5919 0.7436
C -4.4552 2.4018 0.3234 -1.1895
C -3.8012 1.7361 -0.7290 -0.6997
C -3.0305 0.5775 -0.5391 1.4290
B -2.4097 -0.0865 -1.7763 1.2646
O -3.1485 -1.0299 -2.5467 -0.5857
C -2.7456 -0.7162 -3.8659 0.5896
C -3.0896 -1.3212 -5.0789 -0.9823
C -2.1603 -1.2464 -6.1707 -0.4087
C -0.9118 -0.5551 -5.9944 -0.7453
C -0.6798 0.2421 -4.8396 -0.6210
C -1.6390 0.1881 -3.8411 0.4559
O -1.4606 0.6619 -2.5615 0.1928
C -3.0196 0.1029 0.7593 -0.5359
C -3.7998 0.5713 1.8228 -1.4506
H -5.0338 3.3305 0.1379 0.3923
H -3.8498 2.2032 -1.7108 0.4331
H -4.0850 -1.8039 -5.1903 0.3620
H -2.4786 -1.6949 -7.1547 0.3323
H -0.1441 -0.6462 -6.7941 0.3550
H 0.2457 0.8616 -4.7545 0.4456
H -2.3356 -0.6629 1.0251 0.0102
H -3.9806 -0.0006 2.7627 0.3149

(2)
94
Properties=species:S:1:pos:R:3:mulliken_charge:R:1 method="wB97M-V/def2-TZVPD" homo_ev="-5.52 / -8.21" e_tot_ev=-136074.0293 homo_lumo_gap_ha="0.18874 / 0.28258" multiplicity=5 lumo_ev="-0.38 / -0.52" charge=0
Co 0.4559 -1.2984 -1.0477 1.2402
C 0.1174 1.8727 4.0643 -1.8093
P -0.2791 0.9149 2.5799 1.0236
C -0.5642 2.1487 1.2441 0.2540
N -1.0063 3.2267 1.9493 -0.1859
C -1.5917 4.2697 1.2895 0.0860
C -2.0218 5.4029 1.9883 -0.2289
C -2.6498 6.4402 1.3165 -0.5852
C -2.8593 6.3628 -0.0572 -0.6699
C -2.4296 5.2497 -0.7654 -0.6344
C -1.7896 4.2012 -0.1051 -0.1127
N -1.3421 3.1057 -0.8037 0.3432
C -0.7301 2.1046 -0.1628 -0.5168
P -0.1412 0.9382 -1.4890 1.6261
C -1.5413 0.9064 -2.6518 -1.4957
C 1.1480 1.9948 -2.4115 1.9332
C 2.0237 2.8034 -1.4465 -1.6971
C 2.0209 1.0373 -3.2314 -1.7391
C 0.4620 2.9828 -3.3579 -1.8169
C -1.9994 0.1676 2.8164 2.4489
C -2.6520 0.0203 1.4334 -1.7695
C -2.8127 1.1775 3.6360 -1.9564
C -1.9985 -1.1846 3.5309 -2.0869
H -0.5317 2.7385 4.0968 0.5003
H 1.1553 2.1941 3.9816 0.4025
H 0.0037 1.2626 4.9576 0.4151
H -1.8496 5.4514 3.0572 0.4372
H -2.9773 7.3161 1.8630 0.3826
H -3.3582 7.1722 -0.5759 0.3772
H -2.5716 5.1774 -1.8378 0.4396
H -2.0294 1.8771 -2.6290 0.5100
H -2.2388 0.1220 -2.3519 0.4622
H -1.1838 0.6809 -3.6558 0.3398
H 2.4514 2.2149 -0.6438 0.1104
H 1.4599 3.6250 -1.0013 0.3814
H 2.8559 3.2303 -2.0133 0.5778
H 2.5445 0.3099 -2.6122 0.3007
H 2.7672 1.6135 -3.7855 0.5491
H 1.4275 0.4807 -3.9652 0.2149
H -0.2864 3.5810 -2.8406 0.1817
H -0.0102 2.4760 -4.2017 0.3498
H 1.2262 3.6541 -3.7619 0.5365
H -2.9045 0.9912 1.0075 0.3590
H -3.5719 -0.5579 1.5493 0.7113
H -2.0097 -0.5141 0.7343 -0.0268
H -2.7654 2.1814 3.2127 0.3327
H -2.4839 1.2167 4.6758 0.3410
H -3.8549 0.8482 3.6273 0.4954
H -1.3223 -1.9049 3.0775 0.3665
H -3.0058 -1.6029 3.4660 0.5373
H -1.7771 -1.0778 4.5913 0.5320
O -1.2321 -4.0023 1.3058 -0.7484
C -0.8110 -3.2739 0.4303 0.0543
O -0.0982 -2.2021 0.5995 -0.5399
C -1.1210 -3.6216 -1.0199 0.6351
C -1.7063 -4.8549 -1.3455 -0.9152
C -1.8869 -5.1657 -2.6581 -0.7817
C -1.4695 -4.2590 -3.6583 1.2487
C -1.5661 -4.5406 -5.0411 -0.9188
C -1.1037 -3.6490 -5.9639 -0.6373
C -0.5181 -2.4330 -5.5454 -0.9856
C -0.4235 -2.1308 -4.2189 0.3169
C -0.9029 -3.0351 -3.2467 -0.4623
N -0.7733 -2.7334 -1.9205 0.5428
H -1.9745 -5.5186 -0.5363 0.5527
H -2.3264 -6.1118 -2.9512 0.4459
H -2.0021 -5.4825 -5.3524 0.4027
H -1.1679 -3.8754 -7.0202 0.4031
H -0.1281 -1.7451 -6.2854 0.4870
H 0.0566 -1.2210 -3.8832 0.0093
C 3.1410 -1.9871 5.8047 -0.6401
C 1.7690 -1.6743 5.8699 -1.0877
C 1.1414 -1.0863 4.8099 -0.1058
C 1.8286 -0.7736 3.6114 0.8980
C 1.2240 -0.1338 2.4657 0.4583
C 1.9536 -0.0812 1.3172 0.6186
C 3.2702 -0.5647 1.2024 -1.1058
C 3.8911 -1.0613 2.3004 -1.1357
C 3.1882 -1.1814 3.5226 0.8085
C 3.8252 -1.7552 4.6505 -0.9931
H 3.6350 -2.4331 6.6581 0.3953
H 1.2051 -1.9163 6.7619 0.4507
H 0.0897 -0.8916 4.8685 0.0917
H 1.5318 0.4150 0.4660 -0.7881
H 3.7784 -0.5080 0.2484 0.5287
H 4.9247 -1.3831 2.2557 0.4150
H 4.8716 -2.0250 4.5659 0.4244
Cl 3.3264 -2.8518 -4.7584 -0.1822
C 3.7872 -3.0594 -3.0460 0.0575
Cl 5.0004 -1.8539 -2.5776 -0.1687
C 2.4923 -3.0088 -2.2101 0.0574
O 1.9007 -4.0605 -2.0551 -0.6129
O 2.1601 -1.8357 -1.8045 -0.6647
H 4.2410 -4.0362 -2.9565 0.4035

Computed max |F| (eV Å⁻¹) in order:
3.53; 0.97